Record 1
This record from the Open Molecules 2025 dataset describes a molecular structure, C17H37HgNSi4Te. The level of theory is ωB97M-V/def2-TZVPD.

Geometry as XYZ:
```
61
Properties=species:S:1:pos:R:3:forces:R:3
Hg 0.313966 1.042975 -2.956397 1.1 -0.6 0.9
Te -1.456447 -1.443502 -1.660574 -0.5 -0.2 1.1
Si 0.375358 -0.731310 0.898007 0.2 -0.6 -0.8
Si 2.253941 0.653218 0.764667 -1.0 -0.6 0.1
Si -1.129362 0.275355 2.307573 1.0 -0.6 -0.8
Si 1.230605 -2.630969 2.005183 -0.3 1.3 -0.1
N -2.975387 -0.748439 -0.582764 0.2 -0.2 0.1
C -2.956587 -1.274758 -5.143637 -6.6 -0.9 -2.5
C 1.864046 -2.297897 3.778089 0.2 -0.5 0.1
C -0.461501 3.257714 -3.113438 -2.1 0.7 0.0
C 2.690406 -3.327331 1.028682 0.2 -0.5 0.0
C -0.653559 -0.915285 -4.690579 3.9 -1.8 -2.2
C 3.154879 0.755751 2.428880 0.6 0.4 0.0
C -1.563790 3.285221 -2.160938 0.0 0.5 -2.1
C -1.065091 3.018158 -4.407335 0.9 1.1 0.5
C -2.436113 3.005394 -4.260798 -1.0 0.2 0.0
C 1.691301 2.395781 0.319604 0.3 0.2 -0.1
C 3.467473 0.019900 -0.531876 0.3 0.2 -0.1
C -0.086241 -3.962200 2.173614 0.0 -0.6 0.1
C -1.730747 -1.286598 -5.395780 3.5 1.8 3.0
C -2.534269 -0.926245 2.627717 -0.4 0.1 0.0
C -1.716014 1.824049 1.431101 -0.4 0.1 0.4
C -2.769319 3.174869 -2.897298 1.3 0.0 0.2
C -0.279516 0.725483 3.925541 -0.5 0.3 0.5
H 2.445482 -3.435086 -0.035807 0.0 0.1 0.2
H 3.594750 -2.709842 1.105780 -0.2 0.0 0.0
H -0.882889 -3.682927 2.873415 0.1 0.1 -0.2
H 1.059841 -1.971134 4.447083 0.1 -0.1 -0.2
H -1.496334 3.508937 -1.125055 0.2 0.1 0.7
H 2.556993 2.972313 -0.029994 -0.1 0.1 0.0
H -1.036378 1.217553 4.550738 0.2 0.1 0.3
H 0.550422 1.422480 3.772935 -0.2 -0.1 0.0
H 2.941215 -4.327776 1.412804 0.1 0.1 -0.1
H -2.231344 -1.759809 3.270900 0.0 0.1 0.0
H -3.352273 -0.383374 3.121541 -0.1 -0.2 0.0
H 0.092199 -1.694380 -4.394562 -0.8 0.2 0.1
H -1.959926 1.623032 0.382925 0.0 -0.1 0.2
H 0.092445 -0.154549 4.460052 -0.1 0.2 -0.1
H 4.259300 0.767515 -0.687479 0.0 -0.1 0.0
H 3.968628 1.489930 2.332071 0.0 0.0 0.1
H 1.261604 2.911986 1.184695 0.1 -0.1 0.0
H -0.969621 2.622379 1.473443 -0.1 -0.1 0.0
H -3.542458 -1.395856 -6.081836 -0.3 -0.4 0.4
H -3.162356 3.028081 -5.071738 0.2 -0.4 0.1
H -0.546397 -4.192184 1.206017 0.0 0.1 0.1
H -2.894744 -1.322601 1.658921 0.1 0.2 0.5
H -2.624888 2.164592 1.940016 -0.1 0.2 -0.1
H 2.663249 -1.551511 3.819753 -0.2 -0.1 -0.1
H -3.752830 3.318019 -2.495538 -0.4 -0.3 0.2
H 2.506809 1.086876 3.248477 0.1 -0.1 -0.2
H -3.685342 -1.227866 -4.304936 1.6 0.5 0.1
H 0.023391 -0.071117 -4.915163 -1.4 0.0 -0.1
H 2.962306 -0.141152 -1.493919 0.0 0.1 0.2
H -3.152731 -1.970606 -1.944378 0.2 0.1 -0.4
H 3.945609 -0.921027 -0.233553 -0.1 0.1 0.0
H 0.945290 2.392986 -0.484229 0.1 -0.1 0.2
H -0.529331 3.030803 -5.346636 0.0 -0.1 -0.1
H 2.271658 -3.229485 4.199050 0.0 0.0 0.0
H 3.609335 -0.200559 2.712823 -0.1 0.2 -0.1
H 0.466940 3.783443 -2.964894 0.4 -0.4 0.1
H 0.374346 -4.887420 2.549032 -0.1 0.0 0.0
```
Forces are in eV/Å.

Computed properties:
- orbital gap (alpha / beta) (eV) = 4.469 / 4.360
- HOMO level (alpha / beta) (eV) = 0.22 / 0.27
- E_LUMO (alpha / beta) (eV) = 4.69 / 4.63
- net charge = -2
- F_max (hartree/bohr) = 0.139
- E (Eh) = -2303.81060

Here are the Löwdin charges for atoms 1 to 8, given in e: atom 1 (Hg): 0.65, atom 2 (Te): 0.63, atom 3 (Si): 0.26, atom 4 (Si): 0.26, atom 5 (Si): 0.25, atom 6 (Si): 0.29, atom 7 (N): -0.57, atom 8 (C): -0.12

Record 2
This record from the Open Molecules 2025 dataset describes a molecular structure, C20H15IrN6O. The level of theory is ωB97M-V/def2-TZVPD.

Geometry as XYZ:
```
43
Properties=species:S:1:pos:R:3:forces:R:3
Ir -0.005467 -0.263563 -0.296579 0.0 0.0 -0.7
O 0.032387 -2.363354 -0.639763 -0.1 -0.3 0.2
N 4.667837 0.929462 -0.139327 -0.1 0.1 0.0
N 2.039839 0.073830 -0.236048 -0.1 -0.1 0.1
N -4.685577 0.939548 -0.165796 0.1 0.1 0.0
N -2.056942 0.079620 -0.264651 0.1 -0.1 0.0
N -0.000708 8.691209 0.173432 0.0 -0.2 0.0
N -0.009645 1.664507 -0.088239 0.0 0.2 0.3
C -3.674306 1.807375 -0.141652 -0.2 0.0 0.0
C 1.172638 2.313041 -0.078841 0.0 -0.1 0.0
C -0.146114 -2.653140 1.834866 0.0 -0.2 -0.2
C -2.355352 1.402662 -0.176507 0.2 0.1 0.2
C 1.187347 6.614442 0.107200 0.0 0.0 0.0
C -3.060313 -0.788928 -0.280033 -0.1 0.0 -0.2
C -1.211038 3.687433 -0.027022 0.0 0.1 0.0
C -0.005887 4.413467 0.019443 0.0 0.0 0.0
C -0.047675 -2.018521 0.514779 0.0 0.2 0.5
C 3.658229 1.799986 -0.121677 0.2 0.0 0.0
C 3.039873 -0.797916 -0.238531 0.1 0.0 -0.2
C -0.003990 5.889313 0.079537 0.0 0.0 0.0
C 4.362291 -0.353658 -0.187565 0.0 0.0 0.0
C 2.338953 1.397477 -0.156068 -0.2 0.1 0.1
C -4.381904 -0.343733 -0.226205 0.0 0.0 0.0
C -1.137304 8.001335 0.150513 0.0 0.1 0.0
C -1.189086 2.316890 -0.089283 0.0 -0.1 0.0
C 1.197146 3.683766 -0.016157 0.0 0.1 0.0
C 1.134173 7.998605 0.153494 0.0 0.1 0.0
C -1.193565 6.617317 0.104007 0.0 0.0 0.0
H -5.199646 -1.053551 -0.238670 0.0 0.0 0.0
H -2.167253 6.150848 0.087151 0.0 0.0 0.0
H 2.797373 -1.849148 -0.310635 0.0 0.0 0.0
H -2.158880 4.200402 -0.023220 0.0 0.0 0.0
H 2.146426 4.193907 -0.002520 0.0 0.0 0.0
H 2.049503 8.577576 0.174800 0.0 0.0 0.0
H 0.679784 -2.292802 2.450515 0.0 0.0 0.0
H 3.923131 2.848358 -0.070266 0.0 0.0 0.0
H -2.821447 -1.840027 -0.367310 0.0 0.0 0.0
H 5.179061 -1.064668 -0.193829 0.0 0.0 0.0
H -3.936705 2.856076 -0.083685 0.0 0.0 0.0
H -1.071739 -2.317916 2.307017 0.0 0.0 0.0
H -0.125293 -3.738795 1.752475 0.0 0.0 0.0
H -2.051283 8.582491 0.169517 0.0 0.0 0.0
H 2.159926 6.145681 0.092132 0.0 0.0 0.0
```
Forces are in eV/Å.

Computed properties:
- orbital gap (eV) = 6.518
- HOMO level (eV) = -14.86
- E_LUMO (eV) = -8.34
- net charge = +2
- F_max (hartree/bohr) = 0.014
- E (Eh) = -1278.70350

Here are the Löwdin charges for atoms 1 to 8, given in e: atom 1 (Ir): 1.34, atom 2 (O): 0.03, atom 3 (N): 0.15, atom 4 (N): -0.04, atom 5 (N): 0.15, atom 6 (N): -0.04, atom 7 (N): 0.11, atom 8 (N): -0.06

Record 3
This record from the Open Molecules 2025 dataset describes a molecular structure, C17H15BCl3F4N6O3PdSi. The level of theory is ωB97M-V/def2-TZVPD.

Geometry as XYZ:
```
51
Properties=species:S:1:pos:R:3:forces:R:3
Pd -1.200757 0.523237 0.713927 -1.2 1.7 -0.2
Cl -0.822557 2.600637 -0.305573 -0.5 -0.1 0.3
Cl -2.500257 3.405737 2.694227 0.0 0.0 0.1
Cl -4.950057 1.624137 1.582827 0.3 -0.2 -0.2
Si -2.901757 1.541637 1.913027 1.4 0.4 -1.8
F -0.038257 -2.155263 -2.332273 0.7 -1.1 0.3
F -1.951257 -1.464363 -3.300473 -0.8 -0.3 -0.4
F -1.089257 -0.314063 -1.534973 0.1 -0.2 -0.4
F -0.035757 -0.266763 -3.563373 0.6 0.6 -0.7
O -0.860357 -0.229063 2.711827 -3.6 -1.3 3.7
O -2.864057 0.524237 3.263427 0.7 -1.5 1.0
O -1.712957 -6.295163 -0.111173 -0.2 -0.2 0.1
N -0.641257 -4.830463 -1.449973 0.2 0.0 -0.2
N -2.424157 -1.685663 0.682827 0.2 0.5 0.3
N 0.867943 4.536937 -2.342573 -0.3 0.2 -0.3
N 2.281943 2.989237 -1.264673 0.4 -0.1 0.2
N 1.170343 0.012537 0.568427 -0.4 0.2 -0.1
N -1.855957 -0.375463 3.472527 2.8 1.3 -2.2
C 4.017743 2.373737 1.007527 0.0 0.5 0.0
C -2.270657 -3.998863 0.105627 -0.2 0.2 0.2
C 2.681343 3.928237 -0.408073 -0.5 0.5 -0.4
C 3.275043 1.154537 0.705327 -0.1 -0.7 0.0
C 1.814243 -1.083163 0.182527 0.2 -0.3 -0.1
C -1.751157 -2.709163 0.177527 0.0 -0.3 -0.1
C 3.194543 -1.145263 0.073127 -0.1 0.0 0.0
C 3.715243 3.596537 0.565327 0.4 -0.2 0.3
C 2.165843 5.225137 -0.477473 0.0 -0.3 0.0
C 3.939743 -0.011863 0.338127 -0.3 0.2 0.1
C -4.223957 -3.157663 1.189327 0.0 0.0 -0.1
C -3.641457 -1.900763 1.167627 -0.1 -0.2 0.0
C -1.523057 -5.151563 -0.488973 0.1 0.0 0.0
C -3.533157 -4.224663 0.645727 0.2 0.1 -0.1
C 1.883643 1.099437 0.830527 0.4 0.1 0.2
C 1.253343 5.470837 -1.489473 0.1 0.0 0.1
C 1.373443 3.326937 -2.157373 0.1 -0.1 -0.3
B -0.784357 -1.033363 -2.724873 -0.3 0.4 0.6
H -0.757657 -2.482563 -0.176773 0.0 0.0 -0.1
H -5.203657 -3.284163 1.621127 -0.1 0.0 0.0
H 2.468443 5.990337 0.222627 0.0 0.1 0.0
H -0.551157 -3.898263 -1.824773 0.0 0.3 -0.1
H 4.296943 4.442837 0.908827 0.1 0.0 0.1
H -0.168557 -5.574863 -1.934073 0.0 -0.1 0.1
H 1.338043 1.973937 1.173427 0.0 -0.1 -0.2
H 1.218343 -1.953263 -0.052473 -0.1 0.0 0.0
H 0.817943 6.452637 -1.631673 0.0 0.1 0.0
H -3.942557 -5.224363 0.621427 0.0 -0.1 0.0
H -4.176057 -1.045663 1.556727 0.0 0.0 0.0
H 3.673843 -2.067563 -0.214773 0.0 -0.1 -0.1
H 5.018543 -0.025963 0.245427 0.0 0.0 0.0
H 4.872943 2.255937 1.664327 0.0 0.1 0.0
H 1.036643 2.539837 -2.819473 -0.1 0.0 0.0
```
Forces are in eV/Å.

Computed properties:
- orbital gap (eV) = 6.904
- HOMO level (eV) = -5.56
- E_LUMO (eV) = 1.35
- net charge = -1
- relative energy (zero: lowest compared OMol25 entry of this formula, charge and spin) (kJ/mol) = 75.16
- F_max (hartree/bohr) = 0.104
- E (Eh) = -3433.78315

Here are the Löwdin charges for atoms 1 to 8, given in e: atom 1 (Pd): 0.44, atom 2 (Cl): 0.04, atom 3 (Cl): 0.25, atom 4 (Cl): 0.28, atom 5 (Si): -0.37, atom 6 (F): 0.08, atom 7 (F): 0.14, atom 8 (F): 0.01

Record 4
This record from the Open Molecules 2025 dataset describes a molecular structure, C3H4HgO4. The level of theory is ωB97M-V/def2-TZVPD.

Geometry as XYZ:
```
12
Properties=species:S:1:pos:R:3:forces:R:3
Hg 2.633415 0.055206 -0.072419 0.6 1.8 -0.9
O 3.784999 -3.352254 0.855386 0.7 0.1 0.1
O 2.286351 -1.724482 1.241604 -0.1 -2.1 1.2
O 1.850456 -3.415479 -0.173629 0.3 -1.0 -0.9
O 1.905002 -1.030306 -1.693513 -0.7 0.1 -0.5
C 2.678483 -4.297956 -0.899813 -0.8 0.4 0.8
C 2.613148 -2.757129 0.707783 -0.4 0.4 0.1
C 3.965313 -4.369781 -0.146019 0.0 -0.1 0.0
H 2.355053 -1.738809 -2.154336 0.5 0.0 0.1
H 4.849085 -4.103656 -0.744215 -0.2 -0.1 0.2
H 4.131359 -5.331652 0.361876 0.0 0.2 -0.1
H 2.165751 -5.097984 -1.426773 0.1 0.3 0.2
```
Forces are in eV/Å.

Computed properties:
- orbital gap (alpha / beta) (eV) = 8.194 / 8.133
- HOMO level (alpha / beta) (eV) = -7.71 / -9.34
- E_LUMO (alpha / beta) (eV) = 0.49 / -1.21
- net charge = 0
- relative energy (zero: lowest compared OMol25 entry of this formula, charge and spin) (kJ/mol) = 117.41
- 2S+1 = 3
- F_max (hartree/bohr) = 0.047
- E (Eh) = -570.95385

Here are the Löwdin charges for atoms 1 to 8, given in e: atom 1 (Hg): 0.88, atom 2 (O): 0.07, atom 3 (O): -0.07, atom 4 (O): 0.07, atom 5 (O): -0.55, atom 6 (C): 0.01, atom 7 (C): -0.63, atom 8 (C): -0.11